<one>
The following is a quantum chemistry calculation of 2 unconnected molecules or ions with the total composition C3H3NO2, from OMol25.

Calculated values
Orbital gap (alpha / beta) = 8.10 / 9.37 eV
Lowest unoccupied orbital energy (alpha / beta) = -1.176 / -1.220 eV

Each line ends with the Mulliken charge.
Geometry (Å):
C -3.01396 -0.32325 -0.00608  0.39
C -0.47000 -0.97751 -0.30660  -0.58
C -1.68532 -0.47258 -0.07690  0.16
N -4.14950 -0.05941 0.10638  -0.43
O 0.30151 1.74305 -0.11544  -0.23
O -1.01706 1.94154 -0.13316  -0.22
H 0.38455 -0.37678 -0.34930  0.34
H -0.29066 -2.00109 -0.80231  0.22
H 0.54893 1.77756 0.75427  0.35

---

<two>
The following is a quantum chemistry calculation of a molecular structure, C3H3NO2, from OMol25.

Calculated values
Orbital gap = 11.22 eV
Lowest unoccupied orbital energy = 0.714 eV

Each line ends with the Mulliken charge.
Geometry (Å):
C -1.49619 0.12918 0.00053  0.76
C -3.46098 -0.21335 -0.24010  0.77
C 0.01362 0.03786 -0.04806  -0.94
N -2.37810 -0.65887 -0.66025  -0.57
O -4.55200 -0.07681 0.05566  -0.31
O -2.09667 0.95742 0.71049  -0.59
H 0.36409 0.67695 -0.76003  0.31
H 0.47913 -0.95933 -0.12291  0.29
H 0.34438 0.67314 0.87302  0.28

---

<three>
The following is a quantum chemistry calculation of 3 unconnected molecules or ions with the total composition C3H3NO2, from OMol25.

Calculated values
Orbital gap = 11.17 eV
Lowest unoccupied orbital energy = -0.056 eV

Each line ends with the Mulliken charge.
Geometry (Å):
C -1.83974 0.04134 0.18906  -0.10
O -0.95640 0.53375 -0.47031  -0.40
C 1.57604 1.04885 -1.35079  0.14
O 1.28195 2.01835 -1.86348  -0.17
C 1.45582 -1.08758 0.82195  0.51
N 2.44456 -1.37894 1.33862  -0.36
H 0.55612 -0.77327 0.32906  -0.10
H -1.68415 -0.24561 1.24610  0.24
H -2.83418 -0.15688 -0.24022  0.25

---

<two> is favored, and the nearest alternative lies 1.118 eV above it.

---

<one>
The following is a quantum chemistry calculation of 2 unconnected molecules or ions with the total composition C3H3NO2, from OMol25.

Calculated values
Orbital gap (alpha / beta) = 6.47 / 6.47 eV
Lowest unoccupied orbital energy (alpha / beta) = -4.990 / -4.991 eV

Each line ends with the Mulliken charge.
Geometry (Å):
C 2.42381 -0.38297 0.35929  -0.12
C 2.51518 0.69606 0.80913  0.09
C -0.56155 -0.59620 -0.33206  -0.49
N -1.07240 0.72170 0.17147  0.80
O -1.17610 1.41464 -0.82712  -0.49
O -1.05730 1.01309 1.34176  -0.50
H -0.54220 -1.59704 0.13654  0.33
H -1.08247 -0.70564 -1.23927  0.34
H 0.55303 -0.56364 -0.41974  0.04

---

<two>
The following is a quantum chemistry calculation of C3H3NO2 in the gas phase, from OMol25.

Calculated values
Structure (SMILES) = Oc1cocn1
Orbital gap = 9.70 eV
Lowest unoccupied orbital energy = 0.691 eV

Each line ends with the Mulliken charge.
Geometry (Å):
O 1.97803 -0.07430 0.27424  -0.46
C 0.65469 0.01263 0.20423  0.60
C 0.02108 1.21016 -0.04084  -0.41
O -1.34555 0.83716 -0.05348  -0.20
C -1.35548 -0.46981 0.10960  0.10
N -0.19412 -1.05299 0.23666  -0.59
H 2.23329 -0.98755 0.09998  0.36
H 0.38937 1.34876 -1.05636  0.20
H -2.31736 -0.96251 0.10844  0.39

---

<two> is favored, and the nearest alternative lies 11.145 eV above it.

---

<one>
The following is a quantum chemistry calculation of C3H3NO2 in the gas phase, from OMol25.

Calculated values
Structure (SMILES) = Oc1ccon1
Orbital gap = 10.30 eV
Lowest unoccupied orbital energy = 0.804 eV

Each line ends with the Mulliken charge.
Geometry (Å):
C -0.69689 -0.09297 -0.22010  0.57
C 0.28009 -0.03269 1.03290  -0.29
C 1.38061 0.18948 0.36485  -0.18
H -2.28139 -0.38648 -1.38084  0.38
H -0.37281 0.09308 2.03101  0.27
H 2.48057 0.24687 0.80473  0.30
N -0.02490 0.09598 -1.32070  -0.43
O -1.96749 -0.46731 -0.37926  -0.54
O 1.20220 0.35404 -0.93259  -0.09

---

<two>
The following is a quantum chemistry calculation of 3 unconnected molecules or ions with the total composition C3H3NO2, from OMol25.

Calculated values
Orbital gap = 11.08 eV
Lowest unoccupied orbital energy = -0.076 eV

Each line ends with the Mulliken charge.
Geometry (Å):
C 0.42190 -1.13539 1.41806  -0.13
O -0.12470 -1.19724 0.34374  -0.40
C -0.65159 -0.21384 -2.23508  0.14
O -1.70571 -0.58612 -2.43154  -0.17
C 0.29570 1.97010 -0.30950  0.54
N 0.21494 3.06514 -0.66270  -0.34
H 0.34469 0.94306 -0.00633  -0.16
H 0.09443 -0.42057 2.19701  0.27
H 1.28559 -1.77454 1.66693  0.25

---

<two> is favored, and the nearest alternative lies 1.252 eV above it.